## A
Formula: C30H52As2CsF3N5O6PS
Source: the OMol25 dataset
Level of theory: ωB97M-V with the def2-TZVPD basis set

Last column: Löwdin charge in e.
Positions of all 101 atoms, in Å:
Cs1 -0.285 0.446 -0.039  0.888
N1 -1.252 3.467 -1.668  -0.012
C1 0.105 4.005 -1.457  -0.229
C2 0.704 3.440 -0.161  -0.699
O1 -0.105 3.372 0.826  -0.229
N2 1.960 3.110 -0.238  0.045
C3 2.612 2.705 1.007  -0.172
C4 2.867 1.185 1.054  -0.700
O2 3.925 0.760 0.552  -0.054
O3 1.948 0.468 1.570  -0.286
H1 -1.851 4.166 -2.092  0.053
H2 -1.631 3.319 -0.731  0.030
H3 0.093 5.099 -1.349  0.100
H4 0.760 3.749 -2.290  0.067
H5 2.022 2.990 1.882  0.075
H6 3.594 3.184 1.056  0.096
C5 -1.960 -3.422 2.959  -0.336
As1 -1.251 -1.605 2.864  1.094
C6 0.417 -1.919 3.870  -0.299
C7 -2.229 -0.765 4.366  -0.415
C8 -2.939 -1.514 5.302  -0.118
C9 -3.589 -0.910 6.369  -0.114
C10 -3.532 0.468 6.517  -0.117
C11 -2.837 1.225 5.585  -0.129
C12 -2.189 0.634 4.502  -0.418
As2 -1.287 1.703 3.095  1.103
C13 0.326 2.224 4.079  -0.292
C14 -2.226 3.409 3.325  -0.320
H7 -1.836 -3.883 3.940  0.008
H8 -1.408 -3.993 2.213  0.002
H9 -3.006 -3.401 2.655  0.012
H10 0.221 -2.361 4.849  0.016
H11 0.948 -0.973 3.980  0.003
H12 1.047 -2.575 3.268  -0.002
H13 -2.993 -2.590 5.196  0.077
H14 -4.140 -1.515 7.081  0.089
H15 -4.033 0.953 7.348  0.088
H16 -2.810 2.303 5.702  0.080
H17 0.089 2.483 5.113  0.017
H18 0.730 3.085 3.551  0.009
H19 1.061 1.422 4.034  0.006
H20 -2.063 3.848 4.311  0.009
H21 -3.296 3.276 3.155  0.015
H22 -1.806 4.058 2.556  0.004
F1 -3.871 0.445 -3.720  0.083
C15 -3.712 -0.679 -2.959  -0.587
F2 -2.602 -1.260 -3.440  0.097
F3 -4.752 -1.474 -3.292  0.105
C16 -3.687 -0.350 -1.494  -0.174
C17 -3.830 0.982 -1.126  -0.061
C18 -3.923 1.325 0.222  -0.112
C19 -3.912 0.271 1.125  -0.227
N3 -3.733 -0.990 0.797  0.010
C20 -3.585 -1.374 -0.497  -0.816
S1 -3.204 -3.008 -0.840  0.465
H23 -3.845 1.749 -1.888  0.107
H24 -4.010 2.350 0.554  0.089
H25 -4.055 0.463 2.188  0.092
C21 4.650 -2.521 0.783  -0.049
C22 3.363 -2.839 0.025  -0.625
C23 3.295 -1.954 -1.224  -0.034
C24 3.334 -4.314 -0.363  -0.062
N4 2.264 -2.563 0.969  -0.072
N5 0.948 -2.769 0.467  0.003
H26 5.521 -2.729 0.157  0.077
H27 4.708 -3.129 1.690  0.076
H28 4.661 -1.462 1.051  0.066
H29 4.148 -2.153 -1.882  0.091
H30 3.332 -0.907 -0.924  0.060
H31 2.394 -2.135 -1.814  0.050
H32 4.191 -4.550 -0.998  0.074
H33 2.429 -4.566 -0.921  0.064
H34 3.377 -4.943 0.531  0.077
H35 2.306 -1.577 1.249  0.069
H36 0.717 -3.751 0.551  0.068
H37 0.865 -2.533 -0.520  0.030
C25 -1.385 0.849 -5.999  -0.083
C26 -0.557 1.819 -5.182  -0.313
O4 0.742 1.272 -4.931  -0.304
P1 1.042 0.872 -3.365  0.850
O5 2.618 0.517 -3.563  -0.309
C27 3.543 1.264 -2.728  -0.303
C28 4.062 2.467 -3.482  -0.079
O6 0.392 -0.623 -3.269  -0.362
C29 0.746 -1.675 -4.179  -0.292
C30 0.166 -2.972 -3.654  -0.062
H38 -2.368 1.272 -6.218  0.073
H39 -1.539 -0.079 -5.447  0.055
H40 -0.882 0.623 -6.942  0.073
H41 -1.057 2.056 -4.235  0.088
H42 -0.407 2.756 -5.725  0.108
H43 4.342 0.574 -2.466  0.107
H44 3.057 1.576 -1.802  0.066
H45 4.540 2.171 -4.419  0.068
H46 4.788 2.994 -2.861  0.076
H47 3.247 3.156 -3.713  0.068
H48 1.834 -1.731 -4.264  0.107
H49 0.334 -1.431 -5.161  0.103
H50 0.645 -3.255 -2.716  0.052
H51 0.346 -3.774 -4.374  0.075
H52 -0.905 -2.884 -3.469  0.059

Output
- Gap between HOMO and LUMO: 5.9 eV
- Total charge: -2

---

## B
Formula: C30H52As2CsF3N5O6PS
Source: the OMol25 dataset
Level of theory: ωB97M-V with the def2-TZVPD basis set

Last column: Löwdin charge in e.
Positions of all 101 atoms, in Å:
Cs1 -0.125 1.696 0.996  0.953
N1 2.311 3.446 3.135  -0.006
C1 1.030 4.141 2.989  -0.270
C2 0.956 4.716 1.559  -0.662
O1 2.003 5.300 1.153  -0.106
N2 -0.183 4.498 0.942  -0.119
C3 -0.246 4.919 -0.448  -0.193
C4 -0.596 3.699 -1.339  -0.719
O2 -1.700 3.696 -1.946  -0.102
O3 0.224 2.733 -1.322  -0.409
H1 2.567 3.353 4.108  0.054
H2 2.994 4.036 2.667  0.048
H3 0.916 4.989 3.679  0.099
H4 0.196 3.464 3.184  0.044
H5 0.707 5.346 -0.781  0.099
H6 -1.042 5.652 -0.603  0.094
C5 3.876 -0.070 3.831  -0.338
As1 2.837 -0.059 2.157  1.082
C6 2.303 -1.951 2.126  -0.311
C7 4.329 -0.381 0.880  -0.420
C8 5.517 -1.005 1.255  -0.127
C9 6.492 -1.324 0.316  -0.117
C10 6.279 -1.021 -1.022  -0.118
C11 5.107 -0.378 -1.404  -0.124
C12 4.131 -0.038 -0.470  -0.419
As2 2.478 0.967 -0.900  1.039
C13 3.294 2.704 -0.529  -0.281
C14 2.602 1.012 -2.862  -0.315
H7 4.284 -1.055 4.060  0.009
H8 3.199 0.223 4.629  -0.025
H9 4.686 0.655 3.749  0.016
H10 3.114 -2.586 2.486  0.022
H11 2.092 -2.197 1.082  -0.008
H12 1.405 -2.067 2.733  -0.015
H13 5.687 -1.261 2.295  0.080
H14 7.409 -1.814 0.628  0.087
H15 7.026 -1.274 -1.765  0.086
H16 4.961 -0.128 -2.449  0.078
H17 4.221 2.796 -1.091  0.023
H18 3.504 2.768 0.538  0.009
H19 2.594 3.501 -0.779  0.015
H20 3.505 1.511 -3.212  0.012
H21 1.720 1.565 -3.193  0.011
H22 2.566 0.000 -3.264  0.008
F1 -2.301 0.422 6.707  0.112
C15 -2.318 -0.901 6.497  -0.606
F2 -3.503 -1.332 7.051  0.064
F3 -1.363 -1.431 7.277  0.106
C16 -2.226 -1.300 5.057  -0.151
C17 -3.283 -2.009 4.512  -0.048
C18 -3.242 -2.406 3.185  -0.095
C19 -2.110 -2.064 2.457  -0.172
N3 -1.076 -1.384 2.947  0.021
C20 -1.082 -0.965 4.248  -0.772
S1 0.249 -0.075 4.824  0.527
H23 -4.137 -2.247 5.127  0.105
H24 -4.057 -2.955 2.728  0.083
H25 -2.026 -2.349 1.411  0.063
C21 -0.544 -5.018 0.109  -0.050
C22 -0.113 -3.985 -0.927  -0.640
C23 1.363 -4.208 -1.281  -0.050
C24 -0.976 -4.104 -2.180  -0.048
N4 -0.360 -2.676 -0.310  -0.081
N5 0.038 -1.535 -1.041  0.039
H26 -0.422 -6.032 -0.280  0.078
H27 -1.593 -4.865 0.382  0.080
H28 0.061 -4.922 1.019  0.086
H29 1.516 -5.220 -1.669  0.077
H30 1.993 -4.078 -0.395  0.076
H31 1.705 -3.509 -2.050  0.070
H32 -0.856 -5.088 -2.644  0.077
H33 -0.699 -3.342 -2.913  0.075
H34 -2.031 -3.957 -1.921  0.078
H35 0.096 -2.631 0.595  0.072
H36 -0.718 -1.237 -1.644  0.039
H37 0.886 -1.666 -1.577  0.047
C25 -4.516 3.679 -3.228  -0.091
C26 -4.441 2.764 -2.023  -0.311
O4 -3.929 1.475 -2.393  -0.313
P1 -2.404 1.029 -1.947  0.913
O5 -1.578 1.003 -3.332  -0.299
C27 -2.123 0.480 -4.538  -0.303
C28 -1.938 1.511 -5.632  -0.073
O6 -2.774 -0.605 -2.002  -0.357
C29 -3.572 -1.112 -0.933  -0.324
C30 -4.954 -1.488 -1.430  -0.079
H38 -4.965 4.637 -2.944  0.072
H39 -5.127 3.227 -4.017  0.069
H40 -3.503 3.866 -3.588  0.057
H41 -5.437 2.591 -1.613  0.105
H42 -3.809 3.214 -1.256  0.094
H43 -3.178 0.239 -4.416  0.102
H44 -1.594 -0.443 -4.782  0.110
H45 -2.487 2.422 -5.378  0.068
H46 -2.304 1.127 -6.589  0.067
H47 -0.880 1.768 -5.733  0.076
H48 -3.650 -0.368 -0.131  0.107
H49 -3.052 -1.976 -0.521  0.083
H50 -5.448 -0.612 -1.859  0.065
H51 -5.561 -1.879 -0.607  0.069
H52 -4.879 -2.256 -2.205  0.070

Output
- Gap between HOMO and LUMO: 5.8 eV
- Total charge: -2

---

Most stable pick: A. Distance to second place: 100.0 kJ/mol.

---

## A
Formula: CF4OS
Source: the OMol25 dataset
Level of theory: ωB97M-V with the def2-TZVPD basis set

Last column: Löwdin charge in e.
Positions of all 7 atoms, in Å:
C1 1.309 0.043 -0.132  -0.369
O1 -2.358 -1.261 0.071  -0.472
F1 1.653 -1.032 0.651  0.066
F2 1.786 1.102 0.614  0.064
F3 1.860 -0.022 -1.323  0.148
F4 -2.517 1.214 -0.337  -0.412
S1 -1.732 -0.044 0.455  0.975

Output
- Gap between HOMO and LUMO (alpha / beta): 9.4 / 8.1 eV

---

## B
Formula: CF4OS
Source: the OMol25 dataset
Level of theory: ωB97M-V with the def2-TZVPD basis set

Last column: Löwdin charge in e.
Positions of all 7 atoms, in Å:
C1 -1.776 -0.212 0.457  -0.179
O1 2.516 0.365 -1.362  -0.336
F1 -1.647 -0.274 1.773  0.038
F2 -2.239 0.921 0.113  0.082
F3 -0.023 0.692 -0.448  -0.422
F4 1.399 -1.532 -0.303  -0.284
S1 1.770 0.041 -0.230  1.100

Output
- Gap between HOMO and LUMO: 8.9 eV

---

Most stable pick: A. Distance to second place: 56.7 kJ/mol.

---

## A
Formula: C3H2O
Source: the OMol25 dataset
Level of theory: ωB97M-V with the def2-TZVPD basis set

Last column: Löwdin charge in e.
Positions of all 6 atoms, in Å:
C1 0.262 -0.919 -0.721  -0.240
C2 -0.384 -1.749 -1.486  0.207
C3 0.830 -0.082 0.074  0.234
O1 -0.938 0.957 1.297  -0.212
H1 1.506 0.706 0.410  0.090
H2 -1.275 1.087 0.426  -0.079

Output
- Gap between HOMO and LUMO (alpha / beta): 6.8 / 6.8 eV

---

## B
Formula: C3H2O
Source: the OMol25 dataset
Level of theory: ωB97M-V with the def2-TZVPD basis set

Last column: Löwdin charge in e.
Positions of all 6 atoms, in Å:
O1 -1.895 0.140 -0.333  0.081
C1 -0.697 0.199 -0.181  -0.458
C2 0.401 1.149 -0.391  0.050
C3 0.894 0.048 0.114  0.050
H1 -0.293 -0.853 0.289  0.174
H2 1.591 -0.684 0.503  0.103

Output
- Gap between HOMO and LUMO: 10.2 eV

---

Most stable pick: B. Distance to second place: 311.5 kJ/mol.

---

## A
Formula: C2H2ClFNO2
Source: the OMol25 dataset
Level of theory: ωB97M-V with the def2-TZVPD basis set

Last column: Löwdin charge in e.
Positions of all 9 atoms, in Å:
C1 -0.360 -1.089 -0.865  -0.776
C2 0.983 0.809 1.185  -0.404
N1 -1.133 0.021 -0.973  0.081
O1 -0.560 -2.155 -1.511  -0.062
O2 0.674 -0.868 -0.102  -0.103
F1 -2.086 0.024 -2.015  -0.136
Cl1 -0.433 1.897 1.413  0.424
H1 1.846 1.333 0.961  -0.026
H2 1.070 0.027 1.907  0.002

Output
- Gap between HOMO and LUMO (alpha / beta): 8.4 / 5.3 eV
- Total charge: -1

---

## B
Formula: C2H2ClFNO2
Source: the OMol25 dataset
Level of theory: ωB97M-V with the def2-TZVPD basis set

Last column: Löwdin charge in e.
Positions of all 9 atoms, in Å:
C1 0.144 1.682 -0.240  -0.893
C2 0.048 -1.250 0.530  -0.696
N1 -0.464 0.381 -0.381  0.084
O1 -0.229 2.245 -1.312  -0.109
O2 0.786 2.064 0.692  -0.013
F1 0.603 -2.090 -0.424  -0.102
Cl1 -1.307 -1.950 1.254  0.634
H1 0.762 -0.973 1.176  0.025
H2 -0.342 -0.109 -1.296  0.070

Output
- Gap between HOMO and LUMO (alpha / beta): 7.4 / 7.4 eV
- Total charge: -1

---

Most stable pick: B. Distance to second place: 376.2 kJ/mol.